(1)
ORCA calculation (ωB97M-V with the def2-TZVPD basis set) on the molecule C3H6OS in a non-equilibrium geometry.

The geometry in ORCA input format:
```
! RIJCOSX wB97M-V def2-TZVPD def2/J DEFGRID3
* xyz 0 1
C -0.49283 -1.06610 -0.01111
C 0.94048 1.22697 -0.07824
C -0.32424 0.45783 -0.59192
O -1.11178 -2.93947 1.45842
S -1.47193 -1.49984 1.26960
H 0.33519 -1.77991 -0.26079
H 1.77971 0.58801 -0.11390
H 1.10759 2.13440 -0.51903
H 0.69140 1.46609 0.90325
H -0.27732 0.17158 -1.62385
H -1.17627 1.24045 -0.43244
*
```


(2)
ORCA calculation (ωB97M-V with the def2-TZVPD basis set) on a cluster of 2 separate species, C2H8NO3 in total in a non-equilibrium geometry.

The geometry in ORCA input format:
```
! RIJCOSX wB97M-V def2-TZVPD def2/J DEFGRID3
* xyz 1 1
C 0.35179 0.34942 0.97535
C -0.95142 -0.39921 -0.57572
N 1.76501 0.45377 0.58071
O 0.06802 -1.00379 -1.34371
O -1.49471 0.70854 -1.06430
O -1.78749 -1.12147 0.15089
H -0.28944 1.28673 1.09226
H 0.30468 -0.24622 1.80109
H 1.86673 1.32689 0.09923
H 2.23005 -0.29562 0.03021
H 2.34402 0.63757 1.46528
H 0.06683 -0.58435 -2.26509
H -2.40664 0.90084 -0.89713
H -2.06744 -2.01311 -0.04908
*
```


(3)
ORCA calculation (ωB97M-V with the def2-TZVPD basis set) on a cluster of 2 separate species, C2H3FO2S in total in a non-equilibrium geometry.

The geometry in ORCA input format:
```
! RIJCOSX wB97M-V def2-TZVPD def2/J DEFGRID3
* xyz 0 3
C 1.10007 0.17533 0.10487
C -1.31601 0.44201 1.17457
O 2.12318 -0.67130 -2.15921
O 0.22198 -1.94216 -1.19794
F -1.95782 1.08158 0.21218
S 0.98307 -0.73054 -1.27990
H 1.36999 1.20848 -0.07422
H -1.02028 1.05151 2.00624
H -1.50419 -0.61490 1.21341
*
```

Properties
**<S²>**: 2.02


(4)
ORCA calculation (ωB97M-V with the def2-TZVPD basis set) on a cluster of 2 separate species, C3H9N2O in total in a non-equilibrium geometry.

The geometry in ORCA input format:
```
! RIJCOSX wB97M-V def2-TZVPD def2/J DEFGRID3
* xyz 1 1
C 0.59759 1.18758 -0.21790
C -0.07802 -0.10721 -0.09898
C -1.44552 -1.07695 -1.48367
N 1.18716 1.67103 0.96555
N -0.00742 -0.93649 1.11345
O 1.22715 0.03865 -0.72981
H 0.04629 1.79963 -0.96729
H -1.00247 -0.97980 -2.54558
H -2.40600 -0.60964 -1.30407
H -1.35487 -1.97793 -1.08981
H 2.20278 1.95483 0.69952
H 0.63743 2.45077 1.12997
H -0.74127 -0.92154 1.78988
H 0.73716 -0.54843 1.70262
H 0.40001 -1.94449 1.03612
*
```


(5)
ORCA calculation (ωB97M-V with the def2-TZVPD basis set) on a cluster of 2 separate species, C3H9N3O2 in total.

The geometry in ORCA input format:
```
! RIJCOSX wB97M-V def2-TZVPD def2/J DEFGRID3
* xyz 0 1
H -3.27934 -2.39394 1.86367
N -3.10986 -1.58691 1.27020
C -1.94911 -1.68039 0.75318
N -1.51618 -0.85852 -0.24130
C -0.41794 -1.22884 -1.12341
H -1.15587 -2.31399 1.16529
H -2.20084 -0.19886 -0.57804
H 0.15332 -0.33743 -1.36763
H 0.23524 -1.89437 -0.56264
H -0.77531 -1.71403 -2.03263
N 1.41004 2.16774 0.94940
C 2.30879 2.23906 -0.05617
O 3.13644 3.09423 -0.23715
O 2.15606 1.16960 -0.89125
H 0.78907 1.38068 0.99094
H 1.34285 2.89654 1.63241
H 2.87264 1.25943 -1.53486
*
```

Properties
**SMILES**: [H]/N=C/NC.NC(=O)O


(6)
ORCA calculation (ωB97M-V with the def2-TZVPD basis set) on a structure of composition C14H14MgN4O7S.

The geometry in ORCA input format:
```
! RIJCOSX wB97M-V def2-TZVPD def2/J DEFGRID3
* xyz 0 1
Mg -0.17522 -0.32944 -0.68922
O -0.03753 -3.07515 1.13081
C -0.38508 -1.84973 1.48117
O -1.22331 -1.20646 0.86281
C 0.29257 -1.38522 2.74925
O 0.48039 -0.00474 2.77664
C 1.80549 0.41512 2.46440
C 2.34030 0.06163 1.06949
O 3.50132 0.32415 0.83666
O 1.48132 -0.43826 0.24695
H -0.52283 -3.32528 0.32665
H -0.38722 -1.66405 3.56322
H 1.21962 -1.94993 2.87362
H 1.79175 1.50142 2.54894
H 2.51382 0.03685 3.20679
N 4.26558 -2.18942 -6.47993
C 3.14103 -1.94258 -5.72549
C 3.20843 -1.96969 -4.32751
C 2.09146 -1.69078 -3.56928
C 0.89092 -1.37730 -4.19911
C 0.80971 -1.33837 -5.58458
C 1.92733 -1.62451 -6.34301
S -0.50781 -0.96327 -3.25349
O -0.45708 -1.84918 -2.04100
O -1.69420 -1.07961 -4.05164
N -0.18431 0.47397 -2.66152
C -1.17697 1.37840 -2.28487
N -1.87258 2.07700 -3.17404
C -2.73133 2.95533 -2.67015
C -2.90345 3.16678 -1.30763
C -2.14833 2.38401 -0.46208
N -1.28468 1.48892 -0.94070
H 5.04792 -2.63312 -6.03386
H 4.15030 -2.39940 -7.45477
H 4.14608 -2.20476 -3.83923
H 2.15792 -1.70644 -2.48883
H -0.12916 -1.09553 -6.06318
H 1.86648 -1.60005 -7.42419
H -3.30565 3.52934 -3.38948
H -3.59978 3.89883 -0.92845
H -2.22359 2.45144 0.61634
*
```


(7)
ORCA calculation (ωB97M-V with the def2-TZVPD basis set) on a cluster of 10 separate species, C30H70N10O10 in total in a non-equilibrium geometry.

The geometry in ORCA input format:
```
! RIJCOSX wB97M-V def2-TZVPD def2/J DEFGRID3
* xyz 0 1
C -2.28792 -12.66196 19.04247
N -1.83998 -14.07402 19.01364
C -1.30408 -14.57259 20.26742
C -2.40996 -14.89739 18.10668
O -2.62591 -16.09025 18.23334
H -1.45173 -12.11157 18.60120
H -2.42483 -12.24981 20.03935
H -3.16844 -12.48795 18.42943
H -0.47418 -13.95681 20.62396
H -2.05847 -14.47741 21.05140
H -0.99206 -15.61322 20.22626
H -2.75271 -14.37240 17.19865
C 0.93940 -18.40185 14.20031
N -0.24849 -17.66494 14.51058
C -0.27131 -16.86821 15.75357
C -1.35215 -17.63094 13.71499
O -2.35373 -16.99800 13.98230
H 1.05728 -19.25695 14.87633
H 1.86400 -17.83234 14.32492
H 0.85025 -18.75488 13.17332
H -1.26636 -16.56745 16.05309
H 0.31505 -17.45196 16.46169
H 0.29956 -15.97267 15.48799
H -1.29922 -18.21262 12.78034
C 2.47623 -15.74166 21.19242
N 2.40423 -17.16576 21.53040
C 1.09928 -17.78345 21.34008
C 3.37368 -17.86476 22.21897
O 3.16288 -18.96637 22.67134
H 2.20371 -15.60363 20.14505
H 3.48525 -15.37711 21.36701
H 1.74269 -15.14465 21.73483
H 0.36132 -17.09848 21.76676
H 0.89985 -17.83060 20.26454
H 1.00161 -18.78735 21.73199
H 4.25997 -17.23649 22.39955
C -4.86603 -15.35768 20.98369
N -5.93204 -14.84321 20.12283
C -6.24273 -15.74936 19.02463
C -6.60510 -13.71816 20.36417
O -7.37500 -13.25119 19.53053
H -5.15713 -16.30467 21.44601
H -4.62083 -14.65982 21.78059
H -3.97951 -15.60846 20.40155
H -7.30549 -15.82023 18.80034
H -5.78149 -15.39450 18.09798
H -5.78312 -16.70899 19.24330
H -6.29562 -13.28372 21.32811
C -7.26328 -14.13592 15.47629
N -6.27787 -13.08176 15.33409
C -5.44486 -12.83960 16.48427
C -6.16135 -12.47614 14.13455
O -5.28093 -11.69513 13.82214
H -6.87743 -15.15028 15.61484
H -7.93774 -14.14907 14.62165
H -7.89423 -13.96191 16.35423
H -4.92077 -13.77942 16.69585
H -4.60614 -12.20978 16.18361
H -5.96600 -12.44696 17.35131
H -6.86233 -12.82776 13.36294
C 3.67196 -11.17865 24.33377
N 2.41167 -11.65284 23.74962
C 1.17765 -11.49754 24.47578
C 2.48568 -12.13540 22.48691
O 1.55965 -12.63814 21.87813
H 3.69441 -10.08601 24.39838
H 4.52028 -11.48834 23.73387
H 3.80700 -11.49188 25.36996
H 0.39574 -11.99452 23.89942
H 1.26637 -12.06260 25.40508
H 0.89572 -10.45510 24.61971
H 3.48732 -11.97935 22.06602
C -0.71255 -14.59216 26.16765
N -1.81082 -14.47191 25.22180
C -3.09126 -14.08517 25.78007
C -1.72445 -14.88970 23.95111
O -2.64283 -15.06402 23.17164
H -1.07649 -15.03805 27.09113
H -0.41505 -13.55662 26.35850
H 0.11578 -15.15162 25.74021
H -3.34708 -14.72618 26.62856
H -3.09264 -13.04600 26.11207
H -3.91637 -14.25569 25.09271
H -0.66197 -15.11055 23.74687
C -1.50728 -9.68920 22.07747
N -2.29943 -8.96562 23.03028
C -2.81150 -9.70665 24.16081
C -2.75817 -7.71848 22.77725
O -3.43463 -7.08857 23.56346
H -1.79226 -10.74937 22.08671
H -0.45064 -9.86852 22.31819
H -1.55091 -9.36765 21.03876
H -2.19662 -10.55924 24.45963
H -2.91423 -9.07281 25.03761
H -3.76461 -10.19540 23.94038
H -2.42771 -7.35662 21.79267
C -4.19859 -18.24256 16.75573
N -5.17514 -19.08259 16.10759
C -6.16442 -19.67062 16.99819
C -4.95817 -19.54047 14.85893
O -5.74591 -20.24947 14.25749
H -4.63931 -17.35256 17.21111
H -3.43385 -17.88104 16.07167
H -3.74682 -18.76779 17.60427
H -6.97927 -18.94668 17.08235
H -6.63618 -20.55400 16.57212
H -5.70858 -19.92347 17.95336
H -4.02792 -19.14980 14.42705
C -7.26522 -10.52906 21.34486
N -6.02865 -10.42301 20.60125
C -4.86060 -10.07052 21.39989
C -5.95971 -10.49074 19.24902
O -4.90345 -10.33306 18.66121
H -7.23876 -11.32049 22.09742
H -8.17321 -10.65443 20.75825
H -7.48388 -9.62391 21.92203
H -4.01756 -9.82895 20.76159
H -5.07133 -9.25115 22.08706
H -4.61575 -10.96233 21.98476
H -6.96407 -10.68538 18.84737
*
```

Properties
**SMILES**: CN(C)C=O.CN(C)C=O.CN(C)C=O.CN(C)C=O.CN(C)C=O.CN(C)C=O.CN(C)C=O.CN(C)C=O.CN(C)C=O.CN(C)C=O


(8)
ORCA calculation (ωB97M-V with the def2-TZVPD basis set) on a structure of composition C13H34BaF3N2O9S in a non-equilibrium geometry.

The geometry in ORCA input format:
```
! RIJCOSX wB97M-V def2-TZVPD def2/J DEFGRID3
* xyz 1 1
Ba -0.40546 -0.08721 0.49966
C 3.64003 -1.91278 -2.19638
F 4.34670 -2.88224 -2.75032
F 4.44284 -0.99683 -1.63442
F 2.97409 -1.27028 -3.18988
S 2.44973 -2.60876 -0.89744
O 1.75964 -1.37998 -0.49862
O 1.63055 -3.57901 -1.60163
O 3.30277 -3.19695 0.11330
C 3.67993 2.47430 2.00646
C 2.35903 2.18208 1.23996
C 2.57721 2.05192 -0.25137
O 1.31530 2.05673 -0.92126
C 1.46358 2.18415 -2.32469
N 1.91652 0.85690 1.78204
H 3.54886 2.32342 3.07717
H 4.05412 3.49043 1.88239
H 4.37861 1.71532 1.65221
H 1.57015 2.90588 1.44631
H 3.13795 1.14545 -0.50735
H 3.20422 2.88749 -0.58508
H 1.76228 3.19511 -2.62300
H 0.47020 2.08872 -2.76345
H 2.15995 1.44916 -2.73149
H 2.68297 0.17687 1.69298
H 2.00988 0.82531 2.80239
C -1.83031 -0.30662 -4.21424
C -1.70136 0.02342 -2.72928
C -3.01663 -0.08029 -1.97153
O -2.86493 0.00592 -0.53469
C -4.08633 0.09537 0.16372
N -0.72695 -0.89619 -2.09998
H -2.47949 -1.18042 -4.31529
H -0.84698 -0.47163 -4.64258
H -2.36864 0.46817 -4.76612
H -1.23700 1.00457 -2.60266
H -3.55067 -1.02709 -2.10666
H -3.63710 0.75574 -2.31035
H -4.72955 -0.76371 -0.05511
H -4.65721 1.00355 -0.05343
H -3.81104 0.10409 1.21813
H -0.98732 -1.87655 -2.25112
H 0.14620 -0.95793 -2.63076
C -1.49148 2.64631 2.38343
C -2.15029 1.52573 3.22170
O -1.56202 0.23526 2.99480
O -1.41104 2.27106 1.00137
H -0.45974 2.90087 2.65002
H -2.05873 3.57450 2.49012
H -3.20793 1.46261 2.97429
H -1.96841 1.85320 4.24538
H -1.14637 -0.00914 3.82630
H -1.19019 3.06280 0.49509
C 0.03298 -3.28134 1.94796
C -1.40325 -3.40933 1.47050
O -1.68201 -2.54289 0.38474
O 0.30051 -2.03259 2.62810
H 0.77390 -3.36346 1.15549
H 0.12548 -4.11906 2.64184
H -2.13961 -3.30117 2.27004
H -1.43746 -4.42066 1.04793
H -2.39191 -2.80292 -0.20212
H 0.42120 -2.24537 3.55648
*
```


| no. | total energy (Eh) |
| --- | --- |
| 1 | -591.2449 |
| 2 | -361.1429 |
| 3 | -726.2657 |
| 4 | -304.0519 |
| 5 | -434.4787 |
| 6 | -1886.0452 |
| 7 | -2485.0062 |
| 8 | -2025.5666 |